Molecular formula: C8H24NO6Pd
Method: DFT, ωB97M-V/def2-TZVPD

Structure (XYZ):
```
40
Properties=species:S:1:pos:R:3
Pd 0.67 1.23 0.81
O 0.02 3.18 0.92
H -0.74 3.36 1.47
C -1.64 -1.18 -2.16
C -0.96 -0.77 -0.83
C 0.32 -1.56 -0.60
O 0.93 -1.12 0.61
C 1.59 -2.18 1.33
N -0.81 0.69 -0.78
H -1.01 -0.93 -3.02
H -2.57 -0.63 -2.29
H -1.86 -2.24 -2.20
H -1.65 -1.05 -0.03
H 1.07 -1.41 -1.39
H 0.03 -2.61 -0.68
H 1.84 -1.70 2.28
H 2.52 -2.47 0.84
H 0.94 -3.04 1.44
H -1.76 1.06 -0.86
H -0.45 1.03 -1.68
C 2.28 1.86 -3.14
C 2.57 2.23 -1.68
O 2.31 1.15 -0.74
O 0.91 1.67 -3.38
H 2.80 0.91 -3.36
H 2.70 2.60 -3.82
H 1.95 3.09 -1.42
H 3.61 2.51 -1.59
H 2.84 0.41 -1.08
H 0.74 1.53 -4.32
C -2.11 0.05 2.63
C -1.93 -1.40 3.10
O -1.86 -1.51 4.52
O -0.84 0.67 2.52
H -2.77 0.63 3.28
H -2.63 0.06 1.67
H -0.99 -1.77 2.68
H -2.71 -2.08 2.75
H -2.75 -1.46 4.87
H -0.63 1.19 3.30
```

E_LUMO (spin up / spin down)   -2.44 / -4.18 eV
Multiplicity   3
⟨S²⟩   2.00
Energy above the lowest of the compared OMol25 structures with the same formula, charge and spin   9.0 kcal per mole
HOMO energy (spin up / spin down)   -12.1 / -12.1 eV
Energy   -25931.0806 eV
Total charge   +1

***

Molecular formula: C8H24O4
Method: DFT, ωB97M-V/def2-TZVPD

Structure (XYZ):
```
36
Properties=species:S:1:pos:R:3
C 0.98 0.60 2.85
C 2.39 0.70 2.31
O 3.35 0.76 3.39
H 0.81 1.42 3.53
H 0.78 -0.39 3.29
H 0.26 0.59 2.02
H 2.43 1.66 1.79
H 2.70 -0.15 1.70
H 3.45 -0.12 3.75
C -3.62 0.11 2.77
C -4.09 -0.19 1.35
O -5.29 -0.94 1.45
H -4.32 0.79 3.26
H -2.59 0.48 2.83
H -3.63 -0.80 3.38
H -3.31 -0.75 0.83
H -4.24 0.76 0.83
H -5.44 -1.40 0.62
C 0.08 1.64 -2.11
C -1.25 1.82 -1.40
O -1.36 0.78 -0.43
H 0.19 0.60 -2.44
H 0.88 1.76 -1.37
H 0.28 2.32 -2.93
H -2.09 1.70 -2.09
H -1.23 2.83 -1.00
H -1.60 1.12 0.44
C 3.83 -1.84 -3.08
C 2.32 -2.06 -2.95
O 1.74 -1.73 -4.22
H 3.99 -0.78 -3.24
H 4.26 -2.54 -3.80
H 4.31 -2.06 -2.12
H 1.99 -1.32 -2.21
H 2.03 -3.04 -2.59
H 1.02 -2.34 -4.38
```

E_LUMO   0.62 eV
Multiplicity   1
Energy above the lowest of the compared OMol25 structures with the same formula, charge and spin   26.3 kcal per mole
HOMO energy   -10.3 eV
Energy   -16873.5698 eV
Structure (SMILES)   CCO.CCO.CCO.CCO
Total charge   0

***

Molecular formula: C8H24O4
Method: DFT, ωB97M-V/def2-TZVPD

Structure (XYZ):
```
36
Properties=species:S:1:pos:R:3
C 15.13 -7.48 8.78
C 14.74 -8.88 9.25
O 13.66 -8.69 10.12
H 14.47 -7.11 7.99
H 16.11 -7.56 8.32
H 15.32 -6.69 9.51
H 15.64 -9.45 9.51
H 14.29 -9.51 8.48
H 14.04 -8.51 10.98
C 11.23 -11.69 8.18
C 11.74 -12.99 8.79
O 11.12 -13.05 10.03
H 11.51 -11.54 7.14
H 11.41 -10.79 8.78
H 10.14 -11.75 8.21
H 12.80 -13.26 8.74
H 11.36 -13.77 8.12
H 11.55 -12.42 10.62
C 10.78 -7.94 1.03
C 9.59 -7.06 1.40
O 8.63 -7.55 0.49
H 11.54 -7.81 1.80
H 11.31 -7.69 0.11
H 10.46 -8.98 1.05
H 9.90 -6.04 1.15
H 9.31 -7.07 2.46
H 7.83 -7.04 0.58
C 10.82 -6.98 6.00
C 11.23 -8.23 6.75
O 10.00 -8.75 7.36
H 10.45 -6.22 6.70
H 10.05 -7.34 5.32
H 11.65 -6.71 5.36
H 12.02 -8.05 7.48
H 11.60 -8.99 6.06
H 9.64 -8.07 7.95
```

E_LUMO (spin up / spin down)   -2.82 / -10.15 eV
Multiplicity   2
⟨S²⟩   0.76
Energy above the lowest of the compared OMol25 structures with the same formula, charge and spin   60.3 kcal per mole
HOMO energy (spin up / spin down)   -12.1 / -12.1 eV
Energy   -16862.6722 eV
Total charge   +1

***

Molecular formula: C8H25BrFeO5
Method: DFT, ωB97M-V/def2-TZVPD

Structure (XYZ):
```
40
Properties=species:S:1:pos:R:3
Fe 5.08 14.34 -11.67
O 3.73 13.04 -12.25
H 3.98 12.52 -13.03
Br 6.74 16.18 -10.98
C 2.63 17.04 -11.70
C 3.26 16.76 -13.09
O 4.15 15.70 -13.05
H 3.34 17.52 -11.02
H 2.00 16.24 -11.31
H 1.93 17.87 -11.81
H 3.64 17.68 -13.54
H 2.49 16.60 -13.84
H 4.49 15.78 -13.95
C 6.83 12.72 -8.22
C 5.73 11.91 -9.00
O 5.56 12.57 -10.20
H 7.87 12.76 -8.57
H 6.93 12.39 -7.19
H 6.48 13.76 -8.20
H 4.73 11.91 -8.57
H 5.96 10.84 -9.07
H 4.94 12.06 -10.72
C 8.65 13.51 -14.21
C 7.56 13.00 -13.17
O 6.42 13.78 -13.39
H 8.45 13.31 -15.27
H 9.50 12.92 -13.88
H 8.71 14.57 -13.98
H 7.80 13.07 -12.11
H 7.26 11.96 -13.28
H 6.04 13.54 -14.23
C 2.44 15.69 -8.16
C 3.62 14.77 -8.62
O 3.54 14.56 -10.00
H 1.53 15.09 -8.14
H 2.20 16.44 -8.91
H 2.62 16.11 -7.17
H 3.49 13.86 -8.02
H 4.59 15.22 -8.40
H 2.65 14.28 -10.19
```

E_LUMO (spin up / spin down)   0.29 / 0.29 eV
Multiplicity   5
⟨S²⟩   6.01
Energy above the lowest of the compared OMol25 structures with the same formula, charge and spin   40.1 kcal per mole
HOMO energy (spin up / spin down)   -8.3 / -8.1 eV
Energy   -123368.5357 eV
Total charge   0

***

Molecular formula: C8H25ClIN2OOsP2
Method: DFT, ωB97M-V/def2-TZVPD

Structure (XYZ):
```
41
Properties=species:S:1:pos:R:3
C 0.69 0.65 0.38
I -1.18 1.62 1.44
H 1.19 -0.07 -0.33
H 1.33 1.22 0.97
H -0.09 1.06 -0.36
Os 0.55 -2.61 -0.95
P 0.30 -1.46 1.04
C 1.05 -0.60 2.65
C -0.59 -2.33 2.42
H 0.18 -2.48 3.21
H 1.74 -2.86 2.31
H -1.02 -3.32 2.17
H 1.68 -3.60 0.62
H 0.27 0.00 2.98
H -1.33 -1.58 2.74
C 1.78 -2.62 1.14
H 1.36 -1.37 3.48
H 2.74 -2.11 0.96
H 2.03 0.00 2.41
P -0.89 -1.06 -1.50
C -0.89 0.62 -2.18
C 0.13 -1.93 -2.97
H -2.99 -2.25 -1.58
H -2.66 -0.98 -2.94
H -2.99 -0.40 -1.21
C -2.62 -1.21 -1.86
H 0.38 -3.02 -3.21
H -0.90 -1.81 -3.51
H -1.31 0.52 -3.16
H 0.13 1.12 -2.22
H 0.85 -1.35 -3.61
H -1.57 1.10 -1.42
Cl -1.26 -4.07 -0.46
N -0.67 5.05 0.20
C 0.37 4.24 0.35
N 1.69 4.56 0.18
O 0.31 3.09 0.91
H -0.45 6.04 0.18
H -1.64 4.81 0.04
H 2.31 3.82 0.56
H 2.01 5.57 0.15
```

E_LUMO (spin up / spin down)   -12.65 / -12.79 eV
Multiplicity   5
⟨S²⟩   6.04
Energy above the lowest of the compared OMol25 structures with the same formula, charge and spin   235.1 kcal per mole
HOMO energy (spin up / spin down)   -18.1 / -18.8 eV
Energy   -55356.6780 eV
Total charge   +3

***

Molecular formula: C8H25Fe2O5
Method: DFT, ωB97M-V/def2-TZVPD

Structure (XYZ):
```
40
Properties=species:S:1:pos:R:3
Fe -0.45 -0.40 1.29
Fe 1.77 2.10 -0.80
O 0.50 0.83 -0.03
H -0.14 0.77 -0.76
C 2.62 0.28 4.27
C 1.16 0.59 4.14
O 0.79 0.61 2.83
H 2.92 0.21 5.32
H 3.29 1.04 3.86
H 2.98 -0.64 3.80
H 1.07 1.56 4.63
H 0.54 -0.12 4.69
H 1.18 1.43 2.51
C 1.16 -3.58 -0.74
C 1.77 -2.22 -0.23
O 1.05 -1.96 0.97
H 1.63 -4.41 -0.20
H 1.48 -3.82 -1.76
H 0.07 -3.63 -0.68
H 1.57 -1.50 -1.02
H 2.83 -2.35 -0.01
H 1.42 -2.52 1.66
C -1.92 3.08 -2.39
C -1.00 3.41 -1.26
O 0.36 3.44 -1.63
H -1.79 3.85 -3.16
H -2.95 3.18 -2.06
H -1.70 2.11 -2.83
H -1.13 2.61 -0.53
H -1.30 4.38 -0.88
H 0.56 4.25 -2.11
C -2.93 -1.16 -2.47
C -1.53 -1.47 -1.81
O -1.68 -1.37 -0.37
H -3.27 -0.16 -2.21
H -3.73 -1.81 -2.11
H -2.80 -1.27 -3.55
H -0.82 -0.75 -2.21
H -1.31 -2.51 -2.07
H -2.25 -2.09 -0.08
```

E_LUMO (spin up / spin down)   -15.50 / -20.01 eV
Multiplicity   10
⟨S²⟩   24.77
HOMO energy (spin up / spin down)   -23.8 / -23.4 eV
Energy   -87662.4161 eV
Total charge   +4